No. 1
Formula: C7H15NO4
Source: the Open Molecules 2025 dataset
Level of theory: wB97M-V/def2-TZVPD

ORCA input file:
```
! RIJCOSX wB97M-V def2-TZVPD def2/J DEFGRID3
* xyz 0 1
C 2.185 -0.239 0.044
C 1.436 2.196 0.142
C -0.522 -2.474 0.668
C -0.363 -0.197 -1.711
C 0.996 0.719 0.306
C -1.282 -1.261 1.128
C -0.318 0.506 -0.410
N -1.426 1.205 -0.123
O -2.589 0.982 -0.579
O -1.476 2.059 0.998
O -1.485 -0.998 -1.867
O -1.041 -0.754 2.189
H 2.873 -0.123 0.772
H 2.606 0.006 -0.844
H 2.010 -1.236 0.182
H 1.031 2.529 -0.873
H 2.630 2.277 0.046
H 1.057 2.885 0.962
H -0.450 -2.393 -0.351
H -1.029 -3.306 1.127
H 0.569 -2.467 0.906
H -0.430 0.368 -2.649
H 0.591 -0.918 -1.700
H 0.982 0.718 1.437
H -2.257 -1.064 0.562
H -2.320 -0.608 -2.053
H -1.979 1.590 1.691
*
```

Computed properties:
Gap between HOMO and LUMO (alpha / beta), eV: 9.08 / 9.08
Strongest force on any atom, hartree/bohr: 0.072
Structure (SMILES): CC(C)/C(CO)=[N+](/[O-])O.CC=O
Electronic energy, eV: -17176.1636



No. 2
Formula: C7H15NSSi
Source: the Open Molecules 2025 dataset
Level of theory: wB97M-V/def2-TZVPD

ORCA input file:
```
! RIJCOSX wB97M-V def2-TZVPD def2/J DEFGRID3
* xyz 0 1
C -2.733 1.347 -0.940
C 0.958 2.957 0.127
C -1.633 -2.484 0.065
C 2.335 -1.325 -0.020
C 0.460 1.694 0.873
C -1.371 -1.153 0.884
C 1.360 -0.776 -1.143
N -3.541 1.749 -0.179
Si -0.168 0.113 -0.090
S -1.591 0.904 -2.057
H 1.799 2.650 -0.361
H 0.298 3.244 -0.655
H 1.248 3.653 0.778
H -0.898 -3.239 -0.027
H -2.488 -2.884 0.460
H -2.065 -2.316 -0.910
H 3.236 -1.544 -0.547
H 2.613 -0.596 0.638
H 1.761 -2.141 0.551
H -0.339 1.956 1.574
H 1.342 1.448 1.471
H -0.881 -1.350 1.732
H -2.289 -0.462 1.177
H 0.858 -1.559 -1.720
H 1.727 0.111 -1.681
*
```

Computed properties:
Gap between HOMO and LUMO, eV: 9.77
Strongest force on any atom, hartree/bohr: 0.101
Structure (SMILES): CC[Si](CC)(CC)SC#N
Electronic energy, eV: -27703.8239



No. 3
Formula: C7H15O3
Source: the Open Molecules 2025 dataset
Level of theory: wB97M-V/def2-TZVPD

ORCA input file:
```
! RIJCOSX wB97M-V def2-TZVPD def2/J DEFGRID3
* xyz 1 1
C -4.418 -0.089 -0.643
C 0.900 -1.218 -1.498
C 0.306 2.082 0.972
C -0.877 -1.564 1.091
C 2.526 -0.224 0.157
C 2.173 1.373 -0.199
C 1.253 -0.887 -0.154
O 0.886 1.657 -0.274
O 0.504 -1.115 0.925
O -3.361 -0.320 -0.114
H -5.156 0.716 -0.388
H -4.927 -0.570 -1.573
H 0.413 -0.325 -1.943
H 0.143 -1.978 -1.487
H 1.801 -1.533 -2.085
H 0.607 3.003 1.246
H 0.292 1.250 1.662
H -0.795 2.178 0.661
H -0.890 -2.623 1.402
H -1.499 -1.545 0.176
H -1.389 -0.949 1.803
H 3.341 -0.525 -0.484
H 2.814 -0.268 1.179
H 2.709 1.732 0.769
H 2.645 1.742 -1.201
*
```

Computed properties:
Gap between HOMO and LUMO, eV: 8.76
Strongest force on any atom, hartree/bohr: 0.119
Electronic energy, eV: -13634.3056



No. 4
Formula: C7H16
Source: the Open Molecules 2025 dataset
Level of theory: wB97M-V/def2-TZVPD

ORCA input file:
```
! RIJCOSX wB97M-V def2-TZVPD def2/J DEFGRID3
* xyz 0 1
C 1.164 -0.042 2.704
C 1.108 1.220 2.268
C -0.071 2.130 2.444
H 2.055 -0.660 2.545
H 0.318 -0.494 3.233
H 1.978 1.634 1.742
H -0.880 1.609 2.983
H -0.454 2.454 1.462
H 0.218 3.023 3.022
C -0.187 -2.633 -1.028
C -0.589 1.079 -2.172
C 0.170 -1.292 -1.669
C -0.947 -0.261 -1.531
H 0.637 -3.356 -1.143
H -1.091 -3.050 -1.504
H -0.388 -2.496 0.048
H -0.388 0.943 -3.248
H 0.314 1.497 -1.696
H -1.414 1.803 -2.058
H 1.087 -0.890 -1.195
H 0.386 -1.444 -2.744
H -1.864 -0.663 -2.005
H -1.163 -0.110 -0.456
*
```

Computed properties:
Gap between HOMO and LUMO, eV: 10.80
Strongest force on any atom, hartree/bohr: 0.011
Structure (SMILES): C=CC.CCCC
Electronic energy, eV: -7517.8649



No. 5
Formula: C7H16
Source: the Open Molecules 2025 dataset
Level of theory: wB97M-V/def2-TZVPD

ORCA input file:
```
! RIJCOSX wB97M-V def2-TZVPD def2/J DEFGRID3
* xyz 0 1
C 1.090 0.351 0.231
C 1.284 -1.131 0.724
C 2.136 0.878 -0.741
C 0.793 1.215 1.544
C -0.101 0.420 -0.747
C -2.921 -1.672 -0.199
C -2.966 -0.485 -0.824
H 1.380 -1.756 -0.208
H 2.296 -1.068 1.225
H 0.536 -1.628 1.437
H 1.549 1.730 -1.336
H 3.206 1.277 -0.309
H 2.471 0.218 -1.473
H 0.286 2.198 1.245
H 1.679 1.620 2.249
H 0.080 0.465 2.021
H -0.984 -0.333 -0.427
H -0.354 1.643 -0.626
H 0.259 0.255 -1.919
H -3.636 -1.936 0.591
H -2.147 -2.390 -0.415
H -3.716 0.275 -0.559
H -2.221 -0.145 -1.484
*
```

Computed properties:
Gap between HOMO and LUMO, eV: 10.59
Strongest force on any atom, hartree/bohr: 0.091
Structure (SMILES): CC(C)(C)C.C=C
Electronic energy, eV: -7514.6329



No. 6
Formula: C7H16BCrF
Source: the Open Molecules 2025 dataset
Level of theory: wB97M-V/def2-TZVPD

ORCA input file:
```
! RIJCOSX wB97M-V def2-TZVPD def2/J DEFGRID3
* xyz 2 3
C -1.157 -1.394 -1.680
C -0.256 -2.563 -1.438
C 0.961 -2.261 -0.592
F 0.803 -2.802 0.705
B 1.287 -0.739 -0.452
C 0.917 0.058 0.865
C -0.122 1.137 0.527
C -1.139 1.300 1.672
C 0.535 2.459 0.244
H -0.741 -0.674 -2.347
H -2.032 -1.745 -2.164
H -1.499 -0.942 -0.775
H -0.812 -3.299 -0.920
H 0.057 -3.007 -2.347
H 1.803 -2.744 -1.023
H 1.841 -0.110 -1.302
H 1.800 0.538 1.237
H 0.583 -0.581 1.640
H -0.625 0.854 -0.369
H -1.130 0.507 2.367
H -0.864 2.218 2.272
H -2.120 1.417 1.277
H 1.346 2.704 0.985
H 0.956 2.495 -0.730
H -0.294 3.246 0.338
Cr -0.098 3.928 2.009
*
```

Computed properties:
Gap between HOMO and LUMO (alpha / beta), eV: 3.31 / 4.40
Strongest force on any atom, hartree/bohr: 0.038
Electronic energy, eV: -39308.5240



No. 7
Formula: C7H16Br4INO
Source: the Open Molecules 2025 dataset
Level of theory: wB97M-V/def2-TZVPD

ORCA input file:
```
! RIJCOSX wB97M-V def2-TZVPD def2/J DEFGRID3
* xyz 0 1
C 1.870 -3.407 3.548
O 0.875 -2.405 3.495
C 1.344 -1.084 3.488
C 2.243 -0.656 2.316
N 1.886 -1.269 1.065
I 4.384 -0.825 2.794
H 1.389 -4.317 3.899
H 2.281 -3.624 2.563
H 2.675 -3.156 4.237
H 0.454 -0.463 3.400
H 1.829 -0.822 4.432
H 2.114 0.414 2.204
H 2.503 -2.045 0.867
H 1.972 -0.580 0.328
Br 0.326 1.021 -1.510
C -0.092 -0.420 -2.753
C -1.227 -1.276 -2.261
Br -0.676 -2.470 -0.827
H 0.824 -0.982 -2.898
H -0.368 0.079 -3.679
H -1.582 -1.919 -3.063
H -2.054 -0.687 -1.879
Br -2.565 5.963 -3.172
C -3.382 4.417 -2.320
C -2.463 3.225 -2.329
Br -2.363 2.411 -4.095
H -4.315 4.230 -2.840
H -3.591 4.724 -1.297
H -2.842 2.448 -1.669
H -1.448 3.476 -2.045
*
```

Computed properties:
Gap between HOMO and LUMO, eV: 9.40
Strongest force on any atom, hartree/bohr: 0.016
Structure (SMILES): COC[C@H](N)I.BrCCBr.BrCCBr
Electronic energy, eV: -299326.1980



No. 8
Formula: C7H16BrN2
Source: the Open Molecules 2025 dataset
Level of theory: wB97M-V/def2-TZVPD

ORCA input file:
```
! RIJCOSX wB97M-V def2-TZVPD def2/J DEFGRID3
* xyz 1 1
C -0.473 2.020 0.697
C 0.914 3.176 -0.735
C -0.031 0.589 1.173
C 0.884 -0.856 -0.556
C 0.687 -1.959 -1.647
C -0.404 -1.766 1.312
C -1.495 -0.506 -0.401
N 0.176 2.121 -0.605
N -0.308 -0.689 0.373
Br 2.488 -1.299 0.552
H -1.539 1.945 0.496
H -0.115 2.654 1.548
H 0.983 4.174 -0.277
H 1.623 3.125 -1.557
H 0.990 0.718 1.433
H -0.743 0.252 2.025
H 0.963 -2.816 -1.084
H 1.309 -1.577 -2.493
H -0.325 -1.972 -1.840
H -0.457 -2.673 0.781
H 0.609 -1.757 1.880
H -1.275 -1.843 1.875
H -2.060 -1.449 -0.513
H -2.273 0.246 -0.054
H -1.183 -0.025 -1.394
H 1.056 0.168 -0.988
*
```

Computed properties:
Gap between HOMO and LUMO, eV: 11.20
Strongest force on any atom, hartree/bohr: 0.085
Structure (SMILES): C=NCC[N+](C)(C)[C@H](C)Br
Electronic energy, eV: -80531.5845



No. 9
Formula: C7H16ClN5
Source: the Open Molecules 2025 dataset
Level of theory: wB97M-V/def2-TZVPD

ORCA input file:
```
! RIJCOSX wB97M-V def2-TZVPD def2/J DEFGRID3
* xyz 2 1
C 0.847 0.626 0.925
C 1.503 1.833 -1.116
C -0.921 1.979 -1.469
C -1.499 -1.542 1.107
C -0.804 -1.828 -1.230
C 0.709 -2.395 0.644
C -0.404 -1.359 0.161
N 0.152 -0.076 0.161
N 1.548 1.651 0.169
N 0.302 1.609 -1.814
N 0.991 0.874 2.219
N -1.307 2.594 -0.416
Cl 2.899 2.216 -2.011
H -1.568 1.968 -2.413
H -1.565 -2.632 1.139
H -1.266 -0.909 2.075
H -2.529 -1.297 0.604
H -0.925 -2.920 -1.205
H 0.088 -1.670 -1.907
H -1.705 -1.286 -1.623
H 0.953 -2.313 1.798
H 0.221 -3.349 0.380
H 1.674 -2.151 0.155
H 2.487 1.732 0.666
H 0.614 1.230 -2.748
H 0.554 0.260 2.935
H 1.789 1.337 2.627
H -0.670 2.804 0.356
H -2.169 3.014 -0.172
*
```

Computed properties:
Gap between HOMO and LUMO, eV: 7.06
Strongest force on any atom, hartree/bohr: 0.080
Structure (SMILES): CC(C)(C)/N=C(\N)N/C(Cl)=[NH+]\C=[NH2+]
Electronic energy, eV: -27472.1540



No. 10
Formula: C7H16FN4O2
Source: the Open Molecules 2025 dataset
Level of theory: wB97M-V/def2-TZVPD

ORCA input file:
```
! RIJCOSX wB97M-V def2-TZVPD def2/J DEFGRID3
* xyz -1 1
C 1.392 -0.348 -1.305
N 0.784 0.464 -2.358
C 0.503 1.794 -1.903
N -0.420 1.713 -0.778
C -1.518 1.014 -0.798
N -2.030 0.198 -1.737
C -2.200 -1.108 -1.003
C -2.437 -0.637 0.450
N -2.355 0.838 0.288
F -1.853 1.426 1.448
H 2.437 -0.174 -1.091
H 0.822 -0.214 -0.402
H 1.292 -1.396 -1.545
H 1.268 0.473 -3.241
H 0.059 2.348 -2.726
H 1.356 2.346 -1.520
H -0.183 2.140 0.103
H -1.525 0.134 -2.606
H -2.978 -1.691 -1.470
H -1.264 -1.646 -1.061
H -1.538 -0.929 0.985
H -3.332 -0.971 0.940
O 1.517 -1.449 1.008
C 1.343 -1.367 2.341
C 2.094 -0.089 3.009
O 1.951 0.019 4.322
H 1.710 -2.239 2.931
H 0.285 -1.228 2.679
H 1.670 0.771 2.398
H 3.151 -0.192 2.640
*
```

Computed properties:
Gap between HOMO and LUMO, eV: 2.79
Strongest force on any atom, hartree/bohr: 0.025
Electronic energy, eV: -20283.6673



No. 11
Formula: C7H16FO5P2Pb
Source: the Open Molecules 2025 dataset
Level of theory: wB97M-V/def2-TZVPD

ORCA input file:
```
! RIJCOSX wB97M-V def2-TZVPD def2/J DEFGRID3
* xyz 1 1
C -2.100 2.318 -2.027
C -0.685 2.486 -1.462
C 0.236 1.393 -1.970
O 0.340 1.069 -3.118
O 0.887 0.821 -0.957
C 1.527 -0.446 -1.245
C 2.029 -0.975 0.075
P 0.527 -1.834 0.937
C -1.008 -2.528 1.909
C -2.103 -2.665 0.918
O -2.598 -1.790 0.281
F -2.468 -3.952 0.717
P 0.927 -0.248 2.924
O 0.233 1.130 2.504
O 2.456 0.106 3.146
H -2.305 1.272 -2.249
H -2.290 2.836 -2.986
H -2.849 2.701 -1.338
H -0.705 2.505 -0.376
H -0.236 3.463 -1.748
H 2.317 -0.298 -1.982
H 0.764 -1.090 -1.692
H 2.797 -1.737 -0.065
H 2.469 -0.144 0.624
H 1.392 -2.695 1.708
H 0.376 -2.737 -0.151
H -0.358 -0.829 0.377
H -1.328 -1.830 2.684
H -0.721 -3.476 2.363
H 0.303 1.875 3.116
H 2.842 0.889 2.726
Pb -0.667 4.411 -3.642
*
```

Computed properties:
Gap between HOMO and LUMO, eV: 1.79
Strongest force on any atom, hartree/bohr: 0.034
Electronic energy, eV: -44285.9997



No. 12
Formula: C7H16N
Source: the Open Molecules 2025 dataset
Level of theory: wB97M-V/def2-TZVPD

ORCA input file:
```
! RIJCOSX wB97M-V def2-TZVPD def2/J DEFGRID3
* xyz 1 1
C 1.876 1.052 0.234
C 1.406 0.310 -0.993
C 0.915 -1.105 -0.749
C 0.164 -1.316 0.582
C -1.139 -0.514 0.544
C -2.181 -0.982 -0.083
C -3.371 -0.083 -0.510
N 2.824 0.194 0.975
H 2.506 1.848 -0.091
H 1.009 1.416 0.732
H 0.613 1.005 -1.308
H 2.153 0.165 -1.784
H 1.719 -1.856 -0.787
H 0.264 -1.345 -1.596
H 0.799 -1.213 1.505
H -0.049 -2.376 0.490
H -0.855 2.783 1.149
H -2.262 -1.997 -0.452
H -3.057 0.990 -0.448
H -3.632 -0.365 -1.552
H -4.273 -0.282 0.097
H 3.581 0.632 1.456
H -1.275 3.384 0.980
H 2.264 -0.345 1.610
*
```

Computed properties:
Gap between HOMO and LUMO, eV: 4.52
Strongest force on any atom, hartree/bohr: 0.136
Electronic energy, eV: -8995.2513



- Look up the strongest force on any atom of the fifth one.
  0.091 hartree/bohr



- Which formula does entry 11 have?
  C7H16FO5P2Pb



- Which of these has the lowest electronic energy?
  C7H16Br4INO



Repeat the sixth record exactly.
Formula: C7H16BCrF
Source: the Open Molecules 2025 dataset
Level of theory: wB97M-V/def2-TZVPD

ORCA input file:
```
! RIJCOSX wB97M-V def2-TZVPD def2/J DEFGRID3
* xyz 2 3
C -1.157 -1.394 -1.680
C -0.256 -2.563 -1.438
C 0.961 -2.261 -0.592
F 0.803 -2.802 0.705
B 1.287 -0.739 -0.452
C 0.917 0.058 0.865
C -0.122 1.137 0.527
C -1.139 1.300 1.672
C 0.535 2.459 0.244
H -0.741 -0.674 -2.347
H -2.032 -1.745 -2.164
H -1.499 -0.942 -0.775
H -0.812 -3.299 -0.920
H 0.057 -3.007 -2.347
H 1.803 -2.744 -1.023
H 1.841 -0.110 -1.302
H 1.800 0.538 1.237
H 0.583 -0.581 1.640
H -0.625 0.854 -0.369
H -1.130 0.507 2.367
H -0.864 2.218 2.272
H -2.120 1.417 1.277
H 1.346 2.704 0.985
H 0.956 2.495 -0.730
H -0.294 3.246 0.338
Cr -0.098 3.928 2.009
*
```

Computed properties:
Gap between HOMO and LUMO (alpha / beta), eV: 3.31 / 4.40
Strongest force on any atom, hartree/bohr: 0.038
Electronic energy, eV: -39308.5240